[1]
ClFeH10O5 | the ωB97M-V functional and the def2-TZVPD basis

Highest occupied orbital energy (spin up / spin down)   -14.160 / -14.023 eV
Total charge   +1
Multiplicity   5
HOMO-LUMO gap (spin up / spin down)   6.062 / 5.124 eV
Relative energy (zero: lowest compared OMol25 entry of this formula, charge and spin)   1058.9 kJ/mol
E   -57294.737 eV
⟨S²⟩   6.01

Each line ends with the Mulliken charge.
CARTESIAN COORDINATES (ANGSTROEM)
Fe (-2.412, 0.950, -0.944)  0.952
Cl (-0.611, 0.519, -0.446)  -0.685
O (-1.349, -1.079, 1.771)  -0.602
H (-0.411, -1.231, 1.888)  0.389
H (-1.398, -0.330, 1.178)  0.268
O (0.826, 0.481, 1.731)  -0.689
H (0.596, 1.040, 2.474)  0.392
H (0.126, 0.628, 1.095)  0.490
O (0.959, 0.227, -2.475)  -0.582
H (0.339, -0.177, -3.081)  0.308
H (0.417, 0.550, -1.755)  0.459
O (-0.561, -2.083, -1.012)  -0.621
H (-0.577, -1.145, -0.821)  0.492
H (-0.567, -2.503, -0.152)  0.356
O (1.704, 1.730, 0.104)  -0.717
H (1.659, 1.284, 0.950)  0.486
H (1.261, 1.138, -0.504)  0.303


[2]
ClFeH10O5 | the ωB97M-V functional and the def2-TZVPD basis

Highest occupied orbital energy (spin up / spin down)   -17.458 / -17.433 eV
Total charge   +2
Multiplicity   6
HOMO-LUMO gap (spin up / spin down)   4.654 / 2.452 eV
Relative energy (zero: lowest compared OMol25 entry of this formula, charge and spin)   86.7 kJ/mol
E   -57283.013 eV
⟨S²⟩   8.76

Each line ends with the Mulliken charge.
CARTESIAN COORDINATES (ANGSTROEM)
Fe (0.651, 2.907, 1.943)  1.382
Cl (0.185, 0.536, 0.812)  -0.495
O (0.284, -2.151, 2.676)  -0.247
H (-0.605, -2.491, 2.567)  0.419
H (0.284, -1.322, 2.197)  0.346
O (3.339, 0.080, -0.688)  -0.473
H (3.055, 0.903, -1.086)  0.329
H (2.698, -0.087, 0.003)  0.304
O (-0.099, 2.030, -2.435)  -0.533
H (0.297, 1.335, -1.910)  0.304
H (-0.823, 1.602, -2.893)  0.371
O (-0.603, -1.694, -1.858)  -0.543
H (-0.232, -2.512, -1.528)  0.324
H (-0.231, -1.016, -1.294)  0.223
O (-3.059, 0.469, 1.017)  -0.386
H (-2.990, 1.133, 1.702)  0.329
H (-2.153, 0.277, 0.776)  0.347


[3]
ClH10LiO5 | the ωB97M-V functional and the def2-TZVPD basis

Highest occupied orbital energy   -10.222 eV
Multiplicity   1
HOMO-LUMO gap   8.498 eV
Relative energy (zero: lowest compared OMol25 entry of this formula, charge and spin)   101.1 kJ/mol
E   -23128.808 eV

Each line ends with the Mulliken charge.
CARTESIAN COORDINATES (ANGSTROEM)
Li (-2.663, 0.296, -0.108)  0.885
Cl (-0.127, 0.086, -0.102)  -0.878
O (0.749, 2.603, -1.598)  -0.621
H (0.750, 2.002, -2.342)  0.381
H (0.720, 2.033, -0.829)  0.280
O (-1.572, -3.040, 0.093)  -0.631
H (-1.347, -3.646, 0.800)  0.325
H (-1.051, -2.258, 0.273)  0.275
O (0.396, 2.065, 2.213)  -0.581
H (-0.154, 2.691, 1.742)  0.299
H (0.357, 1.268, 1.685)  0.276
O (0.347, -1.466, 2.978)  -0.598
H (1.190, -1.028, 2.860)  0.319
H (-0.185, -1.164, 2.242)  0.316
O (0.847, 0.242, -3.333)  -0.613
H (1.206, -0.381, -3.965)  0.300
H (0.535, -0.303, -2.610)  0.264


[4]
ClH10O5 | the ωB97M-V functional and the def2-TZVPD basis

Highest occupied orbital energy   -5.655 eV
Total charge   -1
Multiplicity   1
HOMO-LUMO gap   9.248 eV
Relative energy (zero: lowest compared OMol25 entry of this formula, charge and spin)   41.3 kJ/mol
E   -22925.621 eV

Each line ends with the Mulliken charge.
CARTESIAN COORDINATES (ANGSTROEM)
Cl (0.700, -0.231, -0.163)  -0.828
O (-1.445, -1.011, -2.669)  -0.640
H (-0.820, -0.852, -1.937)  0.294
H (-0.885, -1.283, -3.402)  0.287
O (3.668, 1.150, 0.076)  -0.626
H (2.810, 0.782, -0.220)  0.318
H (3.490, 1.452, 0.970)  0.291
O (-2.244, 0.336, 1.598)  -0.579
H (-2.851, 0.878, 2.113)  0.279
H (-1.578, 0.943, 1.263)  0.286
O (-1.504, 2.392, -0.917)  -0.649
H (-1.115, 2.865, -0.176)  0.307
H (-1.020, 1.542, -0.944)  0.281
O (0.985, -2.953, 1.861)  -0.622
H (0.997, -2.251, 1.181)  0.310
H (0.813, -3.759, 1.366)  0.291


[5]
ClH16O8 | the ωB97M-V functional and the def2-TZVPD basis

Highest occupied orbital energy   -6.537 eV
Total charge   -1
Multiplicity   1
HOMO-LUMO gap   10.100 eV
Relative energy (zero: lowest compared OMol25 entry of this formula, charge and spin)   594.8 kJ/mol
E   -29160.539 eV

Each line ends with the Mulliken charge.
CARTESIAN COORDINATES (ANGSTROEM)
Cl (0.002, -0.069, -0.055)  -1.109
O (-1.803, 0.538, 1.551)  -0.681
H (-1.041, 0.128, 1.142)  0.674
H (-1.758, 0.268, 2.468)  0.275
O (0.432, -2.597, 0.404)  -0.713
H (1.220, -2.982, 0.020)  0.282
H (0.362, -1.735, -0.007)  0.328
O (1.554, 1.179, -1.671)  -0.628
H (1.112, 1.281, -2.514)  0.283
H (0.843, 1.103, -1.035)  0.220
O (0.608, 2.598, 0.641)  -0.655
H (-0.198, 2.953, 0.268)  0.298
H (0.528, 1.650, 0.528)  0.382
O (-1.774, 1.558, -1.199)  -0.703
H (-1.260, 0.876, -0.768)  0.091
H (-2.210, 2.019, -0.483)  0.328
O (-0.494, -1.372, -2.280)  -0.668
H (-0.447, -0.665, -1.637)  0.498
H (-1.421, -1.606, -2.314)  0.301
O (-0.578, -1.329, 2.243)  -0.740
H (-0.466, -2.268, 2.394)  0.281
H (-0.207, -1.181, 1.373)  0.559
O (2.553, -0.384, 0.132)  -0.700
H (1.648, -0.144, -0.065)  0.555
H (2.798, 0.182, 0.864)  0.240


[6]
ClH18O9 | the ωB97M-V functional and the def2-TZVPD basis

Highest occupied orbital energy   -6.082 eV
Total charge   -1
Multiplicity   1
HOMO-LUMO gap   9.138 eV
Relative energy (zero: lowest compared OMol25 entry of this formula, charge and spin)   1152.3 kJ/mol
E   -31234.810 eV

Each line ends with the Mulliken charge.
CARTESIAN COORDINATES (ANGSTROEM)
Cl (-0.216, -0.066, 0.068)  -0.777
O (1.783, 1.032, 1.117)  -0.561
H (1.622, 1.102, 2.058)  0.464
H (1.126, 0.408, 0.807)  -0.186
O (-0.805, -2.338, 1.104)  -0.766
H (-0.444, -1.709, 0.478)  0.154
H (-1.729, -2.411, 0.864)  0.372
O (-0.482, -1.576, -1.878)  -0.747
H (-0.257, -1.037, -1.120)  0.804
H (-0.855, -2.374, -1.502)  0.310
O (2.362, -1.066, -0.740)  -0.609
H (2.347, -1.970, -0.426)  0.283
H (1.671, -0.627, -0.244)  0.378
O (0.284, 2.473, 0.138)  -0.584
H (0.474, 1.548, 0.297)  -0.104
H (-0.539, 2.631, 0.600)  0.254
O (-2.510, 0.658, 0.934)  -0.717
H (-2.420, 1.610, 0.888)  0.288
H (-1.612, 0.330, 0.877)  0.416
O (-1.111, 1.014, -1.959)  -0.685
H (-1.329, 0.361, -2.623)  0.284
H (-0.849, 0.500, -1.194)  0.464
O (1.612, 1.536, -1.468)  -0.676
H (1.368, 1.026, -2.240)  0.269
H (0.970, 1.288, -0.803)  0.117
O (0.055, -0.696, 2.307)  -0.877
H (-0.593, -1.392, 2.201)  0.498
H (0.078, -0.257, 1.456)  0.935


[7]
ClH22O15 | the ωB97M-V functional and the def2-TZVPD basis

Highest occupied orbital energy   -7.712 eV
Total charge   -1
Multiplicity   1
HOMO-LUMO gap   10.526 eV
Relative energy (zero: lowest compared OMol25 entry of this formula, charge and spin)   64.6 kJ/mol
E   -43587.841 eV

Each line ends with the Mulliken charge.
CARTESIAN COORDINATES (ANGSTROEM)
Cl (0.002, -1.295, -0.478)  1.711
O (1.017, -2.007, -1.340)  -0.779
O (-0.369, 0.019, -1.076)  -0.507
O (-1.287, -2.098, -0.427)  -0.675
O (0.540, -1.067, 0.876)  -0.707
O (1.646, 1.752, 1.862)  -0.658
H (0.697, 1.916, 2.043)  0.350
H (1.947, 0.912, 2.218)  0.339
O (-1.018, 1.389, 2.507)  -0.592
H (-1.217, 0.466, 2.462)  0.284
H (-1.890, 1.678, 2.659)  0.296
O (0.371, 2.958, -1.122)  -0.710
H (0.794, 2.076, -1.076)  0.403
H (0.075, 3.336, -0.233)  0.291
O (3.603, -1.146, -0.955)  -0.713
H (3.218, -0.302, -0.826)  0.327
H (2.882, -1.751, -0.986)  0.416
O (2.281, 1.081, -0.963)  -0.666
H (2.411, 1.167, -0.032)  0.363
H (2.830, 1.690, -1.448)  0.236
O (2.905, -0.486, 2.118)  -0.697
H (2.228, -0.823, 1.527)  0.441
H (3.790, -0.440, 1.671)  0.333
O (-2.869, 0.485, -0.437)  -0.643
H (-1.954, 0.230, -0.538)  0.423
H (-2.811, 1.440, -0.517)  0.277
O (-3.979, -1.126, 1.411)  -0.718
H (-3.515, -0.649, 0.746)  0.364
H (-4.383, -1.806, 0.840)  0.332
O (-2.442, -1.031, -3.317)  -0.668
H (-2.207, -0.854, -2.437)  0.380
H (-3.020, -1.818, -3.261)  0.276
O (1.468, 0.060, -3.460)  -0.681
H (1.613, 0.982, -3.594)  0.282
H (1.403, -0.168, -2.549)  0.326
O (-1.543, -1.345, 2.975)  -0.700
H (-2.324, -1.443, 2.369)  0.387
H (-0.908, -1.988, 2.778)  0.274


[8]
ClH2NO2P | the ωB97M-V functional and the def2-TZVPD basis

Highest occupied orbital energy   -2.691 eV
Total charge   -1
Multiplicity   1
HOMO-LUMO gap   6.684 eV
Relative energy (zero: lowest compared OMol25 entry of this formula, charge and spin)   521.9 kJ/mol
E   -27428.478 eV

Each line ends with the Mulliken charge.
CARTESIAN COORDINATES (ANGSTROEM)
N (-0.449, 0.656, -0.145)  -0.516
O (0.753, -0.267, -0.216)  -0.494
O (-3.304, 1.076, 1.105)  -0.447
P (-2.849, 0.839, -0.243)  0.375
Cl (-3.349, -1.180, -0.509)  -0.342
H (-0.172, 1.156, -1.081)  0.141
H (0.509, -0.805, 0.525)  0.283


[9]
ClH2NO2P | the ωB97M-V functional and the def2-TZVPD basis

Highest occupied orbital energy   -4.903 eV
SMILES   N[P@](=O)([O-])Cl
Total charge   -1
Multiplicity   1
HOMO-LUMO gap   8.871 eV
Relative energy (zero: lowest compared OMol25 entry of this formula, charge and spin)   33.7 kJ/mol
E   -27433.538 eV

Each line ends with the Mulliken charge.
CARTESIAN COORDINATES (ANGSTROEM)
N (0.287, -0.770, -0.900)  -0.651
P (0.351, 0.261, 0.454)  0.887
O (1.281, 1.378, 0.298)  -0.650
O (0.179, -0.547, 1.812)  -0.720
Cl (-1.583, 1.114, 0.471)  -0.394
H (-0.464, -1.310, -0.551)  0.271
H (-0.052, -0.127, -1.584)  0.257


[10]
ClH2NOS | the ωB97M-V functional and the def2-TZVPD basis

Highest occupied orbital energy   -10.160 eV
Multiplicity   1
HOMO-LUMO gap   10.317 eV
Relative energy (zero: lowest compared OMol25 entry of this formula, charge and spin)   37.9 kJ/mol
E   -26926.567 eV

Each line ends with the Mulliken charge.
CARTESIAN COORDINATES (ANGSTROEM)
N (-0.947, -0.061, -0.043)  -0.581
O (1.314, 1.193, -0.859)  -0.402
S (0.874, 0.404, 0.224)  0.578
Cl (1.326, -1.570, -0.142)  -0.157
H (-0.988, -0.636, 0.751)  0.312
H (-1.579, 0.670, 0.070)  0.250


[11]
ClH2NOS2 | the ωB97M-V functional and the def2-TZVPD basis

Highest occupied orbital energy   -9.722 eV
Multiplicity   1
HOMO-LUMO gap   9.102 eV
Relative energy (zero: lowest compared OMol25 entry of this formula, charge and spin)   286.7 kJ/mol
E   -37758.811 eV

Each line ends with the Mulliken charge.
CARTESIAN COORDINATES (ANGSTROEM)
N (-0.782, -0.804, 0.401)  -0.302
O (-0.483, 1.855, 0.647)  -0.482
S (1.528, 0.254, -1.103)  -0.202
S (0.048, 0.471, 0.452)  0.590
Cl (-2.135, -0.686, -0.727)  -0.092
H (1.069, -1.119, -1.368)  0.245
H (0.756, 0.029, 1.698)  0.243


[12]
ClH2Na5O | the ωB97M-V functional and the def2-TZVPD basis

Highest occupied orbital energy   -19.988 eV
Total charge   +4
Multiplicity   1
HOMO-LUMO gap   7.713 eV
Relative energy (zero: lowest compared OMol25 entry of this formula, charge and spin)   0.0 kJ/mol
E   -36649.257 eV

Each line ends with the Mulliken charge.
CARTESIAN COORDINATES (ANGSTROEM)
Na (3.607, 18.794, 1.296)  0.995
Na (0.299, 14.550, 3.993)  0.992
Na (-1.544, 12.550, -1.023)  0.988
Na (-2.563, 18.224, -0.220)  0.989
Na (1.885, 17.140, -3.950)  0.995
Cl (0.871, 15.721, 0.023)  -0.967
O (3.558, 12.451, -1.811)  -0.595
H (3.125, 11.670, -1.467)  0.316
H (3.290, 13.155, -1.220)  0.288


What is the E in the fifth record?
-29160.539 eV


What is the E in the second record?
-57283.013 eV